1.
Entry from the OMol25 dataset: 7 unconnected molecules or ions with the total composition C40H73N2O32S6 at a distorted geometry (ωB97M-V with the def2-TZVPD basis set).

Computed properties:
* energy: -176161.336 eV
* net charge: +1
* Kohn-Sham gap: 9.12 eV

Atoms and positions in Å:
C -2.997 12.663 -6.094
C -2.334 12.149 -4.815
O -1.500 11.049 -5.140
C -0.889 10.502 -3.994
C -0.122 9.273 -4.432
O 0.722 8.898 -3.340
C 1.477 7.735 -3.596
C 1.397 6.801 -2.400
O 2.667 6.200 -2.116
C 2.489 4.915 -1.555
C 3.727 4.647 -0.713
C 3.673 5.192 0.698
O 4.984 5.328 1.189
C 5.785 4.162 1.067
C 6.313 3.783 2.476
C 5.202 3.766 3.521
C 7.154 2.503 2.464
C 7.964 2.335 3.776
C 5.049 2.941 0.494
N 4.177 3.195 -0.719
C 3.073 2.182 -0.754
C 2.019 2.320 0.329
C 0.961 1.241 0.163
O 1.114 0.321 -0.597
N -0.191 1.371 0.981
C -0.073 0.481 2.137
C 0.339 0.977 3.364
C 0.476 0.115 4.445
C 0.207 -1.236 4.280
C -0.228 -1.724 3.056
C -0.374 -0.863 1.979
C 5.054 3.052 -1.958
O 5.142 1.732 -2.339
C 4.608 1.460 -3.627
O 4.638 0.091 -3.738
C 4.269 -0.390 -5.033
C 3.002 -1.242 -4.958
O 3.279 -2.623 -4.797
H -3.067 13.749 -6.073
H -2.393 12.359 -6.948
H -3.998 12.253 -6.215
H -3.105 11.830 -4.105
H -1.735 12.949 -4.367
H -0.173 11.204 -3.549
H -1.641 10.232 -3.245
H -0.805 8.449 -4.660
H 0.496 9.507 -5.304
H 1.139 7.226 -4.503
H 2.523 8.013 -3.773
H 0.675 6.009 -2.614
H 1.043 7.341 -1.517
H 1.601 4.946 -0.915
H 2.352 4.192 -2.366
H 4.543 5.197 -1.187
H 3.245 6.192 0.627
H 3.045 4.601 1.373
H 6.678 4.368 0.467
H 6.989 4.602 2.740
H 4.733 4.744 3.616
H 4.404 3.053 3.289
H 5.600 3.517 4.504
H 6.541 1.615 2.304
H 7.891 2.571 1.658
H 9.034 2.365 3.581
H 7.768 3.169 4.451
H 7.709 1.422 4.306
H 5.803 2.223 0.174
H 4.479 2.457 1.281
H 2.600 2.187 -1.732
H 3.530 1.199 -0.661
H 1.520 3.291 0.335
H 2.417 2.190 1.340
H -0.192 2.318 1.353
H 0.542 2.039 3.476
H 0.805 0.493 5.403
H 0.330 -1.902 5.121
H -0.452 -2.776 2.943
H -0.715 -1.222 1.017
H 6.035 3.451 -1.700
H 4.624 3.674 -2.748
H 5.206 1.968 -4.397
H 3.573 1.846 -3.695
H 4.174 0.417 -5.764
H 5.079 -1.045 -5.362
H 2.384 -1.096 -5.850
H 2.435 -0.956 -4.072
H 3.653 -2.974 -5.611
C -4.107 -4.082 5.069
C -3.621 -4.559 3.719
O -2.181 -4.493 3.825
S -1.737 -4.816 5.319
O -1.354 -6.182 5.405
O -0.873 -3.778 5.759
O -3.161 -4.651 6.004
H -4.063 -2.994 5.157
H -5.107 -4.442 5.294
H -3.950 -3.939 2.894
H -3.904 -5.594 3.536
C -9.515 -4.371 7.157
C -9.961 -3.759 5.844
O -8.914 -4.114 4.927
S -8.325 -5.551 5.310
O -8.924 -6.549 4.510
O -6.910 -5.430 5.395
O -8.941 -5.631 6.779
H -8.745 -3.768 7.643
H -10.337 -4.542 7.847
H -10.052 -2.678 5.889
H -10.897 -4.194 5.491
C -0.638 2.189 -2.998
C -1.884 1.797 -3.765
O -2.698 2.980 -3.741
S -1.780 4.282 -3.773
O -1.659 4.761 -5.100
O -2.161 5.134 -2.706
O -0.397 3.552 -3.390
H -0.802 2.165 -1.919
H 0.223 1.576 -3.251
H -2.422 0.971 -3.309
H -1.657 1.558 -4.806
C -2.845 -5.876 -2.147
C -1.675 -6.442 -1.371
O -1.696 -5.709 -0.128
S -3.200 -5.372 0.268
O -3.671 -6.340 1.193
O -3.288 -3.982 0.549
O -3.862 -5.674 -1.147
H -2.603 -4.913 -2.598
H -3.215 -6.554 -2.910
H -0.727 -6.292 -1.873
H -1.816 -7.501 -1.150
C 0.698 -10.131 -2.609
C 1.629 -9.761 -3.746
O 0.743 -9.312 -4.785
S -0.523 -8.588 -4.148
O -0.321 -7.180 -4.141
O -1.699 -9.156 -4.694
O -0.321 -9.116 -2.650
H 0.228 -11.102 -2.768
H 1.187 -10.114 -1.639
H 2.212 -10.602 -4.109
H 2.294 -8.939 -3.475
C -3.765 -8.616 5.028
C -3.475 -9.135 3.636
O -4.128 -10.413 3.602
S -5.460 -10.367 4.491
O -6.580 -10.123 3.658
O -5.431 -11.467 5.385
O -5.119 -9.019 5.283
H -3.117 -9.079 5.773
H -3.680 -7.536 5.093
H -2.413 -9.260 3.446
H -3.913 -8.495 2.866

Forces on atoms 1 to 2 (eV/Å):
0.10 -0.17 0.24
-0.21 0.18 -0.48


2.
Entry from the OMol25 dataset: 16 unconnected molecules or ions with the total composition C40H75Cl30FN2O3P at a distorted geometry (ωB97M-V with the def2-TZVPD basis set).

Computed properties:
* energy: -439494.718 eV
* net charge: +1
* Kohn-Sham gap: 7.72 eV

Atoms and positions in Å:
C 1.832 1.294 1.455
O 1.722 1.204 0.029
C 0.814 0.213 -0.394
C 1.385 -1.145 -0.028
C 2.758 -1.333 -0.159
C 3.331 -2.540 0.181
C 4.814 -2.678 0.021
O 5.273 -3.334 -0.868
O 5.616 -2.040 0.887
C 2.520 -3.583 0.646
P 3.172 -5.215 1.153
N 2.363 -6.374 0.492
C 1.174 -3.352 0.725
N 0.626 -2.162 0.394
C -0.845 -2.077 0.518
C -1.352 -2.501 1.895
F -1.960 -3.735 1.824
H 1.651 2.314 1.780
H 2.859 1.052 1.737
H 1.121 0.649 1.973
H 0.788 0.296 -1.480
H -0.159 0.409 0.064
H 3.370 -0.515 -0.508
H 5.091 -1.424 1.420
H 3.048 -5.162 2.552
H 4.556 -5.218 0.916
H 2.960 -6.989 -0.047
H 0.524 -4.150 1.064
H -1.243 -1.107 0.254
H -1.262 -2.783 -0.201
H -2.121 -1.790 2.201
H -0.573 -2.477 2.658
Cl -0.324 -3.122 -4.885
C 1.446 -3.115 -5.087
C 2.163 -3.227 -3.772
Cl 1.955 -1.757 -2.757
H 1.719 -2.209 -5.621
H 1.699 -3.968 -5.712
H 3.232 -3.347 -3.936
H 1.804 -4.076 -3.195
Cl 2.695 -4.235 -8.120
C 1.030 -4.823 -8.414
C 0.841 -5.317 -9.823
Cl 0.915 -3.992 -11.013
H 0.344 -4.011 -8.181
H 0.852 -5.636 -7.712
H -0.140 -5.779 -9.917
H 1.597 -6.052 -10.091
Cl -1.957 1.694 0.161
C -2.756 2.847 1.286
C -2.087 4.190 1.274
Cl -0.467 4.108 2.010
H -2.748 2.408 2.281
H -3.787 2.938 0.957
H -2.669 4.899 1.861
H -1.987 4.584 0.266
Cl -4.851 4.903 -0.880
C -6.530 4.319 -0.695
C -7.093 4.628 0.665
Cl -6.298 3.683 1.957
H -6.535 3.252 -0.900
H -7.123 4.819 -1.459
H -8.150 4.374 0.695
H -6.988 5.680 0.913
Cl 0.672 -4.435 4.319
C 1.767 -4.801 5.680
C 2.636 -3.615 6.006
Cl 3.819 -3.304 4.694
H 2.364 -5.669 5.415
H 1.142 -5.061 6.532
H 3.210 -3.804 6.911
H 2.049 -2.713 6.156
Cl 4.170 1.311 5.343
C 5.658 0.646 6.076
C 5.436 -0.718 6.675
Cl 4.391 -0.671 8.120
H 6.014 1.356 6.817
H 6.397 0.578 5.280
H 6.390 -1.138 6.988
H 4.972 -1.393 5.963
Cl -9.259 7.198 2.220
C -10.762 6.605 2.977
C -10.577 5.265 3.639
Cl -10.298 3.961 2.453
H -11.530 6.567 2.209
H -11.054 7.343 3.722
H -11.477 5.002 4.192
H -9.738 5.273 4.329
Cl -6.009 7.737 -4.200
C -4.245 7.901 -4.427
C -3.488 7.674 -3.146
Cl -3.766 8.971 -1.955
H -4.053 8.887 -4.841
H -3.950 7.156 -5.166
H -2.419 7.656 -3.352
H -3.770 6.733 -2.683
Cl 0.466 4.215 7.419
C -0.617 2.818 7.209
C -0.077 1.831 6.207
Cl -0.092 2.495 4.545
H -1.594 3.192 6.914
H -0.710 2.336 8.181
H -0.698 0.936 6.199
H 0.942 1.542 6.446
Cl -1.553 -6.452 -6.326
C -2.086 -7.423 -4.928
C -1.924 -6.672 -3.631
Cl -0.206 -6.429 -3.216
H -1.518 -8.349 -4.928
H -3.134 -7.664 -5.089
H -2.371 -7.239 -2.817
H -2.400 -5.696 -3.675
Cl -5.923 8.307 -8.548
C -6.714 9.447 -7.427
C -6.050 10.799 -7.426
Cl -4.414 10.752 -6.714
H -6.708 8.996 -6.438
H -7.747 9.551 -7.754
H -6.636 11.494 -6.828
H -5.959 11.201 -8.432
Cl -1.216 -8.441 -10.183
C -2.925 -8.949 -10.123
C -3.587 -8.555 -8.829
Cl -2.941 -9.468 -7.441
H -2.959 -10.024 -10.278
H -3.431 -8.462 -10.955
H -4.654 -8.768 -8.882
H -3.456 -7.496 -8.620
Cl 3.281 4.407 2.479
C 3.507 4.621 0.721
C 3.413 6.066 0.300
Cl 1.761 6.703 0.479
H 2.760 4.012 0.214
H 4.495 4.234 0.478
H 3.680 6.155 -0.751
H 4.081 6.697 0.880
Cl 10.891 -2.844 -1.419
C 9.193 -3.349 -1.234
C 8.610 -2.921 0.086
Cl 9.336 -3.796 1.463
H 9.149 -4.429 -1.355
H 8.633 -2.887 -2.045
H 7.550 -3.137 0.102
H 8.750 -1.856 0.256
Cl 7.103 0.814 10.891
C 5.586 0.605 11.804
C 5.634 -0.584 12.728
Cl 5.665 -2.131 11.840
H 4.774 0.521 11.086
H 5.440 1.513 12.386
H 4.743 -0.597 13.354
H 6.508 -0.552 13.372

Forces on atoms 1 to 2 (eV/Å):
0.29 0.27 -0.02
-0.19 -0.08 0.05


3.
Entry from the OMol25 dataset: a molecular structure, C40H76BN6O20V at a distorted geometry (ωB97M-V with the def2-TZVPD basis set).

Computed properties:
* energy: -118961.514 eV
* net charge: -2
* Kohn-Sham gap: 7.36 eV

Atoms and positions in Å:
O -0.386 0.518 0.177
V 0.820 -0.211 0.963
O 0.820 0.158 2.513
N 3.106 -1.170 -1.679
O 3.184 -2.379 -1.823
O 2.208 -0.641 -0.981
O 4.074 -0.545 -2.124
N -0.595 -3.110 1.877
O -0.490 -3.080 3.052
O -0.241 -2.181 1.196
O -1.311 -3.957 1.395
O 2.603 -1.616 1.839
C 3.539 -2.456 2.025
O 3.549 -3.456 2.923
B 4.651 -4.345 2.592
O 5.443 -3.695 1.485
C 4.856 -2.599 1.138
O 5.180 -1.766 0.285
O 4.253 -5.757 2.312
C 4.835 -6.613 3.217
O 4.710 -7.795 3.222
C 5.699 -5.789 4.169
O 5.541 -4.520 3.791
O 6.495 -6.187 5.001
C 1.441 2.474 -2.512
C 1.187 2.629 -3.957
C 0.893 1.154 -4.427
C 0.511 1.104 -5.867
C -0.724 1.950 -6.247
C -0.670 3.399 -5.680
N -0.027 3.389 -4.300
O -0.120 4.617 -3.702
C 0.085 4.226 -6.740
C -2.120 3.883 -5.563
C 2.561 3.062 -4.632
H 0.705 1.918 -1.932
H 1.443 3.432 -1.990
H 2.379 1.937 -2.367
H 1.757 0.501 -4.302
H 0.067 0.759 -3.835
H 0.300 0.049 -6.040
H 1.389 1.292 -6.485
H -1.701 1.508 -6.050
H -0.688 1.843 -7.331
H -0.609 4.492 -7.537
H 0.559 5.163 -6.448
H 0.905 3.626 -7.134
H -2.653 3.648 -6.485
H -2.727 3.554 -4.720
H -2.112 4.972 -5.519
H 2.504 3.423 -5.659
H 3.411 2.380 -4.596
H 2.962 3.895 -4.054
H -0.887 4.448 -3.150
C -2.859 -5.166 -5.109
C -2.689 -4.428 -3.745
C -1.168 -4.329 -3.405
C -0.766 -3.372 -2.383
C -1.292 -1.945 -2.618
C -2.788 -1.911 -2.865
N -3.190 -2.955 -3.846
O -4.512 -2.886 -4.265
C -3.472 -2.019 -1.431
C -3.040 -0.533 -3.517
C -3.475 -5.219 -2.618
H -3.763 -4.741 -5.544
H -2.915 -6.253 -5.051
H -2.007 -5.020 -5.773
H -0.783 -5.285 -3.052
H -0.712 -3.966 -4.326
H 0.316 -3.262 -2.452
H -0.905 -3.690 -1.350
H -0.796 -1.432 -3.442
H -1.057 -1.363 -1.727
H -3.263 -1.113 -0.861
H -4.558 -2.051 -1.511
H -3.113 -2.922 -0.938
H -2.744 0.319 -2.904
H -2.676 -0.363 -4.530
H -4.121 -0.403 -3.465
H -3.345 -6.298 -2.705
H -4.551 -5.084 -2.725
H -3.188 -4.699 -1.704
H -4.415 -2.713 -5.204
C -1.432 -2.272 6.632
C -2.263 -1.193 5.936
C -1.268 -0.066 5.400
C -1.951 0.988 4.516
C -2.819 0.225 3.396
C -3.804 -0.852 3.963
N -3.044 -1.761 4.807
O -3.910 -2.787 5.331
C -5.031 -0.201 4.661
C -4.256 -1.628 2.704
C -3.024 -0.528 7.048
H -1.950 -2.761 7.457
H -0.452 -1.909 6.943
H -1.107 -3.158 6.086
H -0.798 0.522 6.187
H -0.558 -0.635 4.799
H -1.212 1.641 4.052
H -2.680 1.478 5.161
H -2.085 -0.303 2.786
H -3.490 0.812 2.768
H -5.571 -0.905 5.295
H -4.833 0.594 5.379
H -5.816 0.068 3.955
H -3.478 -2.321 2.383
H -5.210 -2.098 2.942
H -4.390 -1.047 1.792
H -2.413 -0.237 7.902
H -3.786 -1.203 7.438
H -3.563 0.340 6.669
H -4.371 -2.295 6.015
C 4.581 3.472 0.356
C 3.920 2.806 1.662
C 4.279 3.506 2.952
C 3.600 4.816 3.181
C 2.101 4.621 3.201
C 1.576 3.913 1.929
N 2.414 2.769 1.632
O 1.912 1.964 0.517
C 0.156 3.436 2.295
C 1.565 4.898 0.829
C 4.520 1.391 1.871
H 4.170 3.239 -0.626
H 4.386 4.542 0.417
H 5.670 3.428 0.365
H 3.955 3.003 3.863
H 5.352 3.695 2.986
H 4.026 5.269 4.076
H 3.783 5.569 2.415
H 1.535 5.538 3.368
H 1.739 4.009 4.027
H 0.210 2.720 3.115
H -0.306 2.880 1.480
H -0.385 4.334 2.595
H 1.033 5.837 0.980
H 1.266 4.455 -0.121
H 2.554 5.307 0.621
H 4.280 0.858 2.791
H 4.257 0.718 1.055
H 5.587 1.607 1.806
H 2.110 2.456 -0.284

Forces on atoms 1 to 2 (eV/Å):
1.22 -0.86 1.35
-0.43 -1.08 0.33


Number 1 is which compound? C40H73N2O32S6